This record from the OMol25 dataset describes 2 unconnected molecules or ions with the total composition C4H12 in a non-equilibrium geometry. The level of theory is ωB97M-V/def2-TZVPD.

Positions of all 16 atoms, in Å:
C 1.25863 0.40250 1.33119
C 1.01460 1.85027 0.94676
H 0.56090 0.08135 2.12319
H 0.94331 -0.28319 0.54965
H 2.26749 0.13028 1.61575
H 1.20338 2.34411 1.90732
H 1.77405 2.17352 0.22440
H 0.06348 2.06128 0.47150
C -0.67693 -1.68867 -1.36935
C -1.56801 -0.54709 -0.89311
H -0.15066 -2.24951 -0.59400
H -1.33657 -2.43996 -1.80576
H 0.04757 -1.35061 -2.11225
H -2.43334 -0.28297 -1.52803
H -1.00415 0.39422 -0.91130
H -2.13264 -0.63549 0.04381

As for the structure (SMILES): CC.CC. As for the gap between HOMO and LUMO: 0.4621 hartree.



This record from the OMol25 dataset describes 2 unconnected molecules or ions with the total composition C4H12 in a non-equilibrium geometry. The level of theory is ωB97M-V/def2-TZVPD.

Positions of all 16 atoms, in Å:
C -0.81845 -2.19893 -0.28844
C -1.50666 -1.07418 -1.08837
H -1.21118 -3.17083 -0.58357
H 0.26496 -2.18978 -0.43812
H -1.07797 -2.08666 0.76915
H -2.56665 -1.21951 -1.10989
H -1.10352 -1.06134 -2.10621
H -1.15736 -0.12088 -0.67371
C 0.41093 1.53637 0.91114
C 1.86539 1.74289 0.49915
H 0.17975 0.49414 1.12109
H 0.15049 2.18074 1.75092
H -0.27282 1.78689 0.09212
H 1.99084 2.39762 -0.36275
H 2.38073 0.82442 0.20808
H 2.47152 2.15904 1.29940

As for the structure (SMILES): CC.CC. As for the gap between HOMO and LUMO: 0.4702 hartree.



Calculated electronic energy, -4342.06607; -4342.31356 eV (same order as the records).
Calculated HOMO level, -11.4; -11.6 eV (same order as the records).
Calculated energy above the lowest of the compared OMol25 structures with the same formula, charge and spin, 0.4622; 0.2147 eV (same order as the records).